No. 1
The following is a DFT calculation (wB97M-V/def2-TZVPD) of a structure of composition C27H19F3MoN2O4S4 at a distorted geometry.

The HOMO-LUMO gap (alpha / beta) comes out at 6.6 / 6.5 eV. Its expectation value of S² is 2.0289. The value obtained for the HOMO energy (alpha / beta) is -0.271 / -0.271 Eh. As for the spin multiplicity: 3.

Each line ends with the Mulliken charge.
Atoms and positions in Å:
Mo1 -0.237 -0.549 0.443  -0.016
S1 0.673 0.497 -1.692  -0.237
S2 0.695 -2.601 -0.428  -0.354
S3 1.751 0.982 1.197  -0.324
S4 -2.223 -1.655 0.953  -0.211
F1 0.167 -0.352 3.386  -0.275
F2 -0.081 -2.421 2.795  -0.232
F3 1.802 -1.465 2.471  -0.251
O1 -2.761 -0.733 -8.176  -0.619
O2 -2.151 0.538 -1.243  -0.329
O3 -1.531 -1.949 -2.190  0.322
O4 -3.125 1.202 -7.301  -0.616
N1 -2.794 0.032 -7.230  1.010
N2 -1.250 1.092 1.414  0.910
C1 -2.610 -4.126 -2.175  -0.295
C2 -0.618 -3.686 -0.866  0.722
C3 -2.545 0.310 -4.809  -0.537
C4 -3.135 1.964 2.604  -0.972
C5 -0.623 2.272 1.631  0.498
C6 -2.231 -0.180 -3.547  0.974
C7 -1.190 3.295 2.363  -1.064
C8 -3.228 -0.327 1.665  -1.166
C9 -2.433 -0.496 -5.921  -0.519
C10 -1.643 -2.307 -4.570  -0.529
C11 0.454 -1.252 2.372  0.759
C12 -1.964 -1.803 -5.809  -0.592
C13 4.101 1.750 0.028  -0.556
C14 -0.701 -4.976 -0.350  -0.635
C15 -2.671 -5.408 -1.654  -0.713
C16 2.302 1.067 -1.467  0.626
C17 4.903 2.052 -1.059  -0.591
C18 2.819 1.265 -0.188  0.495
C19 3.118 1.396 -2.553  -0.941
C20 -2.476 3.147 2.860  -0.477
C21 0.707 2.472 0.988  -0.862
C22 -1.714 -5.834 -0.745  -0.669
C23 -2.389 0.739 -2.417  -0.454
C24 4.400 1.875 -2.344  -0.536
C25 -1.578 -3.281 -1.800  -0.249
C26 -1.801 -1.523 -3.423  0.149
C27 -2.497 0.954 1.893  0.642
H1 1.232 3.328 1.405  0.555
H2 -2.945 3.940 3.425  0.416
H3 -2.741 1.741 -2.724  0.311
H4 -4.072 -0.151 0.994  0.380
H5 -4.143 1.799 2.958  0.534
H6 -0.627 4.204 2.527  0.460
H7 5.907 2.422 -0.904  0.383
H8 -1.774 -6.829 -0.324  0.384
H9 2.732 1.270 -3.555  0.485
H10 -3.479 -6.061 -1.958  0.384
H11 -1.853 -2.402 -6.700  0.502
H12 5.024 2.106 -3.198  0.378
H13 0.578 2.600 -0.088  0.411
H14 4.450 1.882 1.045  0.452
H15 -3.622 -0.692 2.614  0.567
H16 -1.251 -3.309 -4.476  0.618
H17 -2.875 1.332 -4.937  0.530
H18 0.036 -5.287 0.378  0.463
H19 -3.380 -3.776 -2.851  0.501

Cartesian forces, eV/Å:
Mo 0.15 -0.41 -0.79
S -0.06 0.03 -0.03
S 0.27 -0.22 0.14
S -0.21 0.22 -0.20
S 0.28 0.05 0.03
F 0.06 -0.10 -0.18
F 0.06 0.16 0.01
F -0.13 0.08 -0.07
O 0.06 0.08 0.13
O -0.20 0.05 -0.33
O -0.09 -0.01 0.04
O 0.08 -0.15 0.05
N -0.20 0.12 -0.33
N -0.54 1.01 0.49
C 0.00 0.29 -0.11
C -0.03 0.31 -0.29
C 0.01 0.15 -0.09
C 0.01 0.18 0.06
C 0.02 0.09 0.01
C 0.07 -0.47 -0.07
C -0.03 0.02 -0.01
C 0.15 -0.22 -0.24
C 0.19 -0.24 0.35
C 0.07 -0.08 0.24
C 0.32 -0.60 0.76
C -0.10 0.21 -0.15
C -0.01 -0.02 0.01
C -0.05 0.01 -0.02
C -0.01 -0.04 -0.04
C -0.06 -0.03 0.11
C 0.02 0.00 0.10
C -0.02 -0.05 0.09
C -0.01 0.00 0.01
C 0.04 -0.15 -0.10
C 0.23 -0.17 0.05
C -0.05 -0.05 0.02
C 0.09 0.30 0.24
C 0.02 -0.01 -0.06
C 0.01 -0.42 0.22
C -0.11 0.17 -0.15
C -0.09 -0.11 0.01
H -0.03 0.01 0.03
H -0.01 -0.02 0.02
H -0.14 -0.05 -0.02
H -0.03 0.10 0.05
H 0.01 -0.03 0.01
H 0.00 0.00 -0.01
H 0.00 -0.01 -0.03
H 0.03 0.00 -0.01
H 0.03 -0.03 0.00
H 0.01 -0.03 0.04
H 0.01 -0.01 0.00
H -0.02 0.01 0.00
H -0.03 0.02 -0.01
H 0.06 0.01 -0.03
H -0.08 0.07 0.01
H -0.05 -0.07 0.04
H -0.03 0.00 0.05
H 0.01 0.01 0.00
H 0.01 0.02 -0.05



No. 2
The following is a DFT calculation (wB97M-V/def2-TZVPD) of a structure of composition C27H19F5N6O4TeV at a distorted geometry.

The HOMO-LUMO gap (alpha / beta) comes out at 5.7 / 5.8 eV. The net charge is -1. The calculation puts the relative energy (zero: lowest compared OMol25 entry of this formula, charge and spin) at 64.29 kcal/mol. The value obtained for the HOMO energy (alpha / beta) is -0.176 / -0.176 Eh.

Each line ends with the Mulliken charge.
Atoms and positions in Å:
Te1 -2.114 2.570 1.221  1.335
V1 0.033 0.230 0.349  -0.047
F1 -3.769 3.569 1.252  -0.449
F2 -1.441 3.853 2.459  -0.461
F3 -2.689 1.887 2.890  -0.439
F4 -0.526 3.562 0.219  -0.669
F5 -3.341 1.083 0.687  -0.582
O1 -1.175 -1.228 0.944  -0.492
O2 2.974 2.644 -1.497  -0.696
O3 1.643 -3.438 -0.799  -0.757
O4 -0.608 1.225 1.500  -0.123
N1 2.095 2.086 1.833  -0.091
N2 -3.039 0.316 -2.368  0.112
N3 0.941 -1.234 -0.650  1.163
N4 -1.253 0.536 -1.144  1.791
N5 1.343 1.199 -0.799  0.845
N6 1.227 -1.244 1.937  0.099
C1 1.310 -2.361 4.042  -0.872
C2 2.461 4.025 3.184  -0.789
C3 -2.212 -3.317 0.708  -0.552
C4 1.330 -1.016 -4.353  -0.661
C5 2.271 2.190 -0.602  0.272
C6 2.804 4.136 0.834  -0.872
C7 1.152 -0.832 -1.975  0.132
C8 -3.188 -2.562 -1.774  -0.852
C9 2.104 2.701 3.015  0.041
C10 2.840 4.754 2.067  -0.368
C11 2.389 2.811 0.765  0.283
C12 1.410 -3.590 3.412  -0.376
C13 1.554 0.349 -4.444  -0.813
C14 1.299 -2.440 -0.179  0.231
C15 1.419 -3.627 2.027  -0.850
C16 -2.972 -4.188 -0.037  -0.493
C17 1.224 -1.217 3.262  0.000
C18 1.595 1.140 -3.299  -0.506
C19 -2.429 -1.655 -1.027  0.158
C20 1.133 -1.621 -3.115  -0.796
C21 -2.230 -0.300 -1.487  0.221
C22 -2.587 1.602 -2.573  -1.073
C23 1.311 -2.435 1.335  0.489
C24 1.387 0.553 -2.061  -0.003
C25 -1.471 1.729 -1.823  -0.979
C26 -3.463 -3.824 -1.296  -0.965
C27 -1.904 -2.025 0.230  0.618
H1 -4.038 -4.522 -1.888  0.384
H2 1.776 2.121 3.869  0.302
H3 1.494 -4.544 1.461  0.482
H4 -3.090 2.295 -3.221  0.457
H5 1.475 -4.503 3.990  0.425
H6 1.788 2.200 -3.364  0.491
H7 1.700 0.809 -5.414  0.383
H8 -3.928 -0.050 -2.655  0.278
H9 0.963 -2.684 -3.028  0.508
H10 1.309 -1.621 -5.251  0.383
H11 -1.821 -3.597 1.678  0.485
H12 -0.785 2.552 -1.729  0.475
H13 2.423 4.474 4.167  0.383
H14 -3.188 -5.175 0.355  0.403
H15 -3.541 -2.275 -2.760  0.439
H16 3.133 5.792 2.159  0.406
H17 1.149 -0.243 3.723  0.318
H18 3.051 4.652 -0.083  0.418
H19 1.296 -2.278 5.120  0.417

Cartesian forces, eV/Å:
Te -2.27 1.76 0.92
V 0.74 -0.80 1.30
F 0.09 0.50 -0.23
F 0.19 0.50 0.42
F -0.04 -0.39 0.55
F 0.61 0.47 -0.85
F -0.55 -0.86 -0.68
O 0.24 1.16 -0.35
O -0.01 -0.20 0.34
O -0.03 0.03 0.06
O 1.99 -1.49 -0.36
N -0.37 -0.10 0.03
N 0.07 -0.03 0.17
N 0.24 -0.72 -0.63
N -0.36 0.12 0.09
N -0.49 -0.37 0.18
N -0.42 0.03 -0.36
C 0.06 -0.03 -0.02
C -0.01 0.01 0.01
C 0.09 0.10 0.01
C -0.01 -0.06 0.06
C 0.07 0.98 -0.13
C -0.05 0.04 -0.09
C 0.26 0.10 0.02
C 0.04 0.03 0.04
C -0.04 -0.05 -0.05
C 0.02 -0.01 0.00
C -0.01 -0.13 -0.01
C -0.01 0.02 -0.01
C -0.01 0.04 0.07
C 0.09 0.07 0.03
C 0.03 0.03 0.01
C -0.06 -0.01 -0.09
C 0.05 0.24 0.15
C -0.06 0.08 -0.13
C 0.00 -0.02 0.16
C -0.02 -0.03 -0.08
C -0.16 0.01 -0.10
C 0.12 -0.04 0.01
C 0.11 -0.06 -0.08
C 0.14 -0.52 -0.11
C 0.12 0.08 -0.13
C 0.04 -0.03 0.08
C -0.28 -0.49 -0.39
H 0.00 0.00 0.01
H 0.06 -0.11 0.02
H 0.00 0.01 -0.01
H 0.03 -0.01 0.00
H 0.00 0.01 0.00
H -0.05 -0.07 -0.04
H 0.01 0.01 0.02
H 0.01 -0.03 0.00
H 0.00 0.01 0.02
H 0.00 0.00 0.01
H -0.02 0.01 0.01
H -0.08 0.07 0.17
H 0.01 0.00 -0.01
H 0.02 0.01 0.00
H 0.00 0.00 0.02
H -0.02 -0.01 -0.02
H -0.08 0.12 -0.03
H -0.01 0.00 0.03
H -0.01 0.02 -0.02



No. 3
The following is a DFT calculation (wB97M-V/def2-TZVPD) of a structure of composition C27H19N5O4ReS at a distorted geometry.

The HOMO-LUMO gap (alpha / beta) comes out at 6.2 / 6.5 eV. The net charge is +2. Its expectation value of S² is 0.7558. The calculation puts the relative energy (zero: lowest compared OMol25 entry of this formula, charge and spin) at 166.14 kcal/mol. The value obtained for the HOMO energy (alpha / beta) is -0.540 / -0.539 Eh. As for the spin multiplicity: 2.

Each line ends with the Mulliken charge.
Atoms and positions in Å:
Re1 0.267 -0.464 -0.533  1.430
S1 1.147 -1.143 -2.829  1.486
O1 -1.641 -3.353 1.787  -0.494
O2 -0.189 -0.504 -2.707  -0.824
O3 1.214 -2.483 -2.320  -0.623
O4 0.873 -3.713 2.001  -0.516
N1 1.490 1.142 1.246  -0.421
N2 2.210 -0.837 0.414  0.553
N3 -1.814 -0.495 -0.260  -0.169
N4 1.901 -0.168 -1.726  -0.151
N5 -0.066 -1.926 0.853  -0.244
C1 1.170 1.733 2.337  -0.303
C2 2.066 0.438 -4.799  -0.565
C3 2.860 -1.855 -4.807  -0.234
C4 4.645 -0.531 2.313  -1.216
C5 -4.535 -1.089 -0.407  -0.282
C6 2.289 -2.153 0.898  0.425
C7 4.301 -1.143 -0.968  -0.735
C8 3.772 -1.530 -5.800  -0.706
C9 -4.012 0.046 -1.011  -0.817
C10 5.227 -0.979 1.025  -0.205
C11 4.598 -2.151 0.181  -0.201
C12 2.021 -0.864 -4.329  0.376
C13 0.987 -2.719 1.351  -0.200
C14 -3.681 -1.904 0.322  -0.712
C15 3.592 0.737 -0.076  -0.899
C16 -2.653 0.314 -0.916  0.204
C17 3.031 0.842 3.575  -0.686
C18 3.485 0.154 2.399  0.495
C19 3.426 -2.840 0.762  -1.142
C20 2.941 -0.446 -0.835  0.323
C21 3.830 -0.230 -6.286  -0.396
C22 2.698 0.378 1.144  0.970
C23 -2.339 -1.570 0.364  0.813
C24 1.952 1.658 3.534  -0.785
C25 2.975 0.751 -5.798  -0.724
C26 4.939 -0.001 -0.146  -0.611
C27 -1.357 -2.418 1.103  -0.095
H1 2.795 -2.850 -4.394  0.541
H2 -5.580 -1.341 -0.510  0.482
H3 3.034 1.760 -6.175  0.429
H4 4.446 -2.285 -6.176  0.443
H5 -2.226 1.186 -1.394  0.504
H6 1.410 1.185 -4.381  0.438
H7 5.360 -2.873 -0.101  0.767
H8 4.555 0.026 -7.042  0.433
H9 5.787 0.572 -0.501  0.466
H10 -4.014 -2.788 0.849  0.530
H11 3.547 1.756 -0.441  0.657
H12 6.294 -1.166 1.157  0.702
H13 3.474 -3.878 1.054  0.597
H14 0.234 2.274 2.348  0.479
H15 5.254 -0.646 3.198  0.482
H16 3.595 0.709 4.487  0.471
H17 -4.652 0.710 -1.572  0.420
H18 4.622 -1.434 -1.964  0.580
H19 1.639 2.226 4.394  0.455

Cartesian forces, eV/Å:
Re 1.18 0.42 3.33
S 3.11 -0.76 -0.57
O -0.30 0.36 -0.21
O -0.27 0.04 1.02
O -0.10 -0.48 -0.91
O 0.22 0.20 -0.12
N -1.05 -0.17 -0.86
N -0.96 -0.41 -0.97
N -0.58 -0.21 -0.20
N -2.28 0.69 -1.31
N 0.11 0.96 -0.95
C 0.10 -0.13 -0.06
C -0.02 0.29 -0.21
C 0.00 -0.38 0.02
C -0.29 0.29 0.24
C 0.20 0.11 -0.07
C 0.31 -1.15 0.28
C 0.01 -0.28 -0.54
C -0.09 0.02 0.11
C 0.03 -0.11 0.01
C 0.28 0.12 0.04
C -0.04 -0.29 -0.01
C -0.54 -0.06 0.39
C 1.19 -0.30 0.14
C 0.45 0.22 0.06
C -0.46 -0.01 -0.30
C -0.34 0.35 -0.21
C -0.46 0.34 0.32
C 0.18 -0.43 -0.55
C -0.53 0.40 0.09
C 1.30 -0.05 0.52
C -0.05 -0.06 0.07
C 0.44 0.34 0.65
C -0.62 -0.41 0.10
C 0.65 -0.18 0.46
C -0.16 -0.07 0.20
C 0.27 0.08 0.01
C -0.59 0.11 -0.15
H 0.07 -0.16 -0.02
H -0.07 0.07 0.04
H -0.03 0.08 -0.05
H -0.01 -0.05 -0.05
H 0.03 -0.01 0.01
H -0.06 0.20 -0.01
H 0.02 0.08 -0.02
H 0.06 0.01 -0.10
H -0.03 0.11 -0.03
H 0.04 0.02 -0.01
H -0.04 0.06 0.01
H -0.11 0.07 -0.02
H -0.08 -0.09 0.11
H -0.15 0.05 -0.01
H -0.02 -0.02 0.18
H 0.02 0.04 0.10
H 0.07 0.09 -0.02
H 0.00 0.06 -0.05
H -0.03 0.00 0.11



No. 4
The following is a DFT calculation (wB97M-V/def2-TZVPD) of a structure of composition C27H20BCl3F4GeN9O5Pd at a distorted geometry.

The HOMO-LUMO gap (alpha / beta) comes out at 6.8 / 6.7 eV. Its expectation value of S² is 0.7551. The calculation puts the relative energy (zero: lowest compared OMol25 entry of this formula, charge and spin) at 62.71 kcal/mol. The value obtained for the HOMO energy (alpha / beta) is -0.347 / -0.347 Eh. As for the spin multiplicity: 2.

Each line ends with the Mulliken charge.
Atoms and positions in Å:
Pd1 0.118 -0.020 0.060  0.613
Ge1 2.975 -2.388 -1.593  0.722
Cl1 3.873 -4.252 -0.776  -0.394
Cl2 -0.477 -0.836 -1.846  -0.368
Cl3 1.460 -2.172 0.281  -0.245
F1 2.902 0.230 0.999  -0.313
F2 2.653 0.436 -1.281  -0.435
F3 4.243 -1.004 -0.463  -0.358
F4 4.492 1.317 -0.230  -0.313
O1 0.570 1.936 -0.645  -0.847
O2 -0.395 5.948 3.854  -0.576
O3 1.231 7.354 3.717  -0.605
O4 -5.519 0.934 3.675  -0.215
O5 0.475 1.528 1.490  -0.956
N1 -1.288 -1.344 1.072  0.426
N2 -2.109 -3.190 2.034  -0.912
N3 -2.999 -2.655 1.155  0.844
N4 -6.531 1.828 5.413  -0.519
N5 -2.752 3.144 -0.935  -1.042
N6 -2.681 3.249 0.426  0.934
N7 -1.964 1.244 -0.020  0.463
N8 -6.809 0.436 5.387  -0.499
N9 0.619 6.379 3.342  1.014
C1 -3.722 5.549 3.213  -0.697
C2 2.365 5.689 0.120  -0.735
C3 1.942 6.342 1.270  -0.631
C4 -5.124 3.290 3.967  0.116
C5 -5.781 2.050 4.401  0.497
C6 -5.163 -2.962 2.284  0.894
C7 -4.442 3.314 2.754  -0.056
C8 0.740 2.332 0.540  1.857
C9 -6.349 -3.757 4.223  -0.656
C10 -6.053 -1.403 3.888  -0.063
C11 1.181 3.713 0.808  -0.035
C12 -5.379 -1.657 2.705  -0.077
C13 -2.306 1.935 -1.151  -0.638
C14 1.136 5.656 2.153  0.093
C15 -3.728 4.438 2.373  0.810
C16 -4.437 5.538 4.400  -0.826
C17 -2.979 4.534 1.065  -0.896
C18 -2.505 -1.559 0.601  -0.521
C19 -4.350 -3.203 1.039  -1.063
C20 -1.085 -2.383 1.934  -0.603
C21 -6.190 -0.021 4.366  0.653
C22 1.971 4.381 -0.123  -0.573
C23 0.760 4.345 1.969  -0.396
C24 -5.646 -4.011 3.049  -0.783
C25 -5.138 4.406 4.789  -0.961
C26 -2.209 2.124 0.942  -0.745
C27 -6.546 -2.457 4.653  -0.977
B1 3.559 0.325 -0.215  0.738
H1 -6.727 -4.582 4.813  0.402
H2 -2.053 1.966 1.997  0.668
H3 2.999 6.206 -0.587  0.423
H4 -7.063 -2.246 5.580  0.516
H5 -2.038 5.066 1.214  0.308
H6 -3.015 -0.964 -0.135  0.462
H7 -5.673 4.372 5.729  0.512
H8 2.217 7.366 1.478  0.510
H9 -2.209 1.517 -2.140  0.459
H10 -3.558 5.089 0.330  0.373
H11 -4.485 2.445 2.113  0.884
H12 -4.798 -2.714 0.175  0.273
H13 2.279 3.861 -1.021  0.537
H14 0.156 3.829 2.703  0.615
H15 -3.142 6.424 2.943  0.424
H16 -0.175 -2.522 2.493  0.627
H17 -5.469 -5.033 2.734  0.392
H18 -4.258 -4.267 0.831  0.439
H19 -4.998 -0.829 2.119  0.614
H20 -4.431 6.413 5.037  0.412

Cartesian forces, eV/Å:
Pd -1.65 0.94 1.30
Ge 0.21 0.25 0.60
Cl -0.07 0.33 -0.07
Cl -0.35 -0.78 -1.40
Cl 0.49 -0.05 -0.26
F 0.16 0.16 -0.10
F 0.08 -0.16 0.02
F -0.41 -0.13 -0.18
F 0.16 0.00 -0.05
O 0.74 -0.15 -0.23
O -0.08 -0.04 0.04
O -0.02 0.06 -0.01
O -0.08 0.01 0.13
O 0.34 -0.16 0.17
N 0.42 -0.28 -0.09
N -0.05 0.30 -0.27
N -0.14 -0.15 0.36
N -0.32 -0.73 0.15
N 0.05 -0.09 0.44
N -0.20 0.46 -0.30
N -0.15 0.67 -0.20
N 0.04 0.78 0.22
N 0.18 -0.19 -0.21
C 0.03 -0.03 0.04
C 0.01 0.01 0.02
C 0.11 -0.01 -0.19
C -0.17 -0.16 0.16
C 0.37 0.37 -0.39
C 0.09 0.06 0.10
C -0.04 -0.03 -0.12
C -0.07 -0.37 0.28
C 0.01 0.02 -0.04
C -0.13 0.18 0.24
C -0.03 0.11 -0.01
C 0.07 0.02 -0.09
C -0.02 -0.23 -0.04
C -0.17 0.29 0.40
C 0.03 0.04 0.03
C -0.02 0.00 0.00
C 0.02 -0.23 -0.08
C -0.08 -0.04 -0.17
C 0.14 0.03 -0.12
C 0.05 0.01 0.26
C 0.19 -0.46 -0.42
C 0.01 0.03 0.00
C -0.05 -0.11 -0.04
C -0.07 -0.04 0.03
C 0.05 0.11 0.03
C 0.04 -0.32 0.17
C -0.02 -0.09 -0.01
B 0.18 -0.18 -0.03
H 0.02 0.01 -0.01
H 0.05 0.01 -0.03
H -0.02 -0.02 -0.01
H 0.01 0.01 -0.03
H 0.02 0.03 0.03
H 0.04 0.01 0.00
H 0.01 0.00 -0.02
H 0.01 -0.01 0.01
H 0.03 0.02 0.02
H -0.01 -0.01 -0.04
H 0.02 0.01 0.02
H -0.03 -0.05 -0.03
H 0.00 -0.01 0.03
H -0.01 0.02 -0.02
H -0.02 -0.02 0.00
H -0.02 0.01 -0.04
H 0.01 0.02 0.01
H 0.00 -0.02 -0.02
H 0.01 -0.01 0.02
H 0.02 -0.02 0.00